(1)
41
Properties=species:S:1:pos:R:3 method="wB97M-V/def2-TZVPD" total_charge=+1 e_tot_ha=-1570.2518
H -0.56 3.78 -0.68
C -3.40 -0.31 -1.20
C -5.41 0.08 0.04
Pb -0.29 -0.56 -0.52
C 2.72 4.39 -0.82
C 0.30 4.41 -0.87
C -3.24 0.26 1.07
C -4.63 0.34 1.17
O 0.31 1.74 -0.55
H 3.26 0.54 2.11
F -2.53 0.50 2.19
N 1.52 -0.78 3.63
C 1.41 2.32 -0.48
H 3.35 1.53 -0.99
H 0.25 4.81 -1.88
C 2.69 1.55 -0.12
F -5.51 -0.49 -2.26
H 0.31 5.24 -0.16
N 1.51 3.62 -0.70
C 2.69 -0.21 1.55
H -0.31 -0.01 4.28
O 2.42 0.21 0.23
C 0.28 -0.93 4.38
H 3.38 -1.73 3.86
H 3.31 -1.12 1.48
H 3.37 0.00 4.30
F -6.74 0.15 0.11
H 3.62 3.77 -0.76
O 0.30 -0.59 1.78
H 3.19 2.08 0.70
H 2.61 -1.19 5.35
C -2.58 -0.08 -0.10
F -5.22 0.65 2.33
F -2.81 -0.64 -2.37
H 0.50 -1.11 5.42
C -4.79 -0.24 -1.16
C 1.41 -0.54 2.33
H 2.77 5.15 -0.04
C 2.79 -0.93 4.31
H 2.73 4.89 -1.79
H -0.31 -1.75 3.97

***

(2)
37
Properties=species:S:1:pos:R:3 method="wB97M-V/def2-TZVPD" smiles="CC(=O)OC[Si](S)(S)c1ccncc1.Fc1ccccc1" total_charge=0 e_tot_ha=-1933.7752
C -0.27 -4.43 2.52
C -2.11 -3.49 1.07
H 1.26 -2.78 3.38
H -1.57 1.63 0.46
C 1.84 0.36 0.85
C -0.33 -1.54 2.00
C 0.30 -2.92 2.69
O 3.14 0.70 1.51
H 1.64 1.25 0.09
H -3.08 -3.72 0.42
H -3.18 4.75 -2.73
C -1.37 1.88 -2.71
H -3.47 1.33 -5.32
H 1.94 -0.63 0.23
H 6.06 -1.40 1.06
C -1.71 -1.91 1.12
H 1.14 1.80 4.55
H -1.33 3.63 -1.48
H -2.33 -1.07 0.58
C -3.00 1.84 -4.48
O 4.60 0.62 -0.41
S 1.41 0.49 4.12
C -1.80 3.14 -2.32
Si 0.40 0.23 2.19
H 4.37 -2.28 1.08
N -1.47 -4.69 1.68
C 4.93 -1.28 1.39
H -4.25 3.59 -4.64
C 4.25 0.07 0.76
H 0.26 -5.37 3.05
H -1.59 0.24 -4.08
C -1.95 1.23 -3.79
F -0.37 1.29 -2.05
C -3.44 3.11 -4.10
S -1.06 1.77 1.77
C -2.84 3.76 -3.02
H 4.96 -1.25 2.59